# C24H28NO3Tm

A molecular structure, C24H28NO3Tm at a distorted geometry (ωB97M-V with the def2-TZVPD basis set, the Open Molecules 2025 dataset).

Calculated values
LUMO energy (spin up / spin down) = 0.15 / 0.15 eV
Gap between HOMO and LUMO (spin up / spin down) = 0.253 / 0.253 Ha
<S²> = 2.00
Multiplicity = 3

```
57
C24H28NO3Tm | the Open Molecules 2025 dataset | ωB97M-V with the def2-TZVPD basis set
C 2.80 -2.08 1.59
C 1.45 -2.47 1.84
C 0.80 -2.66 0.58
H 1.00 -2.67 2.81
C 1.75 -2.39 -0.45
C 2.98 -2.00 0.17
H 1.60 -2.56 -1.52
C 2.38 1.31 2.40
C 1.52 0.46 3.15
C 0.18 0.69 2.74
H 1.83 -0.21 3.94
C 0.19 1.71 1.73
C 1.56 2.10 1.53
H -0.21 -3.05 0.42
H 3.92 -1.82 -0.35
H 3.58 -1.93 2.33
H 1.88 2.98 0.96
H -0.72 0.27 3.20
H 3.46 1.41 2.50
Tm 1.38 -0.28 0.70
C -0.99 2.37 1.05
C -0.96 3.87 1.36
C -2.31 1.75 1.53
H -0.86 4.03 2.44
H -1.89 4.35 1.04
H -0.13 4.37 0.86
H -2.49 2.01 2.58
H -2.31 0.65 1.43
H -3.15 2.15 0.93
C -0.89 2.20 -0.51
C -1.06 0.80 -1.04
H 0.11 2.53 -0.86
H -1.64 2.85 -1.00
O -0.26 -0.12 -0.66
N -1.95 0.51 -1.97
C -1.79 -0.71 -2.82
H -2.57 1.24 -2.31
C -2.28 -1.93 -2.11
C -1.64 -3.16 -2.31
H -0.79 -3.21 -2.99
C -2.12 -4.30 -1.67
H -1.63 -5.26 -1.84
C -3.24 -4.22 -0.82
H -3.62 -5.12 -0.33
C -3.87 -2.98 -0.62
H -4.74 -2.90 0.03
C -3.39 -1.84 -1.27
H -3.89 -0.87 -1.14
H -0.73 -0.81 -3.08
H -2.36 -0.55 -3.74
C 3.77 2.80 -1.95
O 2.78 1.94 -1.34
C 3.22 0.98 -0.53
O 4.41 0.75 -0.37
H 4.27 3.35 -1.14
H 3.20 3.48 -2.58
H 4.47 2.20 -2.53
```

Results of the Mulliken charge analysis, in e, for atoms 1 through 8: -0.36, -0.87, -0.25, 0.46, -0.31, -0.77, 0.52, -0.78